Record 1
10
Properties=species:S:1:pos:R:3:forces:R:3:lowdin_charge:R:1 method="wB97M-V/def2-TZVPD" total_charge=0 lumo_ev="-1.1 / -1.1" homo_ev="-9.377 / -9.377" mol_weight_g_mol=84.082 de_lowest_kcal_mol=69.2 gap_ev="8.31 / 8.31"
N 0.540 -0.506 -1.528 0.306 0.099 -0.120 0.13
C 0.264 -0.155 -0.230 -0.310 0.239 -0.245 -0.59
N -0.523 0.930 -0.150 -0.462 0.024 -0.487 0.04
C -1.021 1.026 1.080 0.472 -0.678 0.063 -0.35
N -0.604 0.311 2.078 0.435 -1.305 -1.148 0.22
N 0.596 -0.836 0.835 -0.950 1.142 0.111 0.14
H 1.430 -0.920 -1.749 0.035 -0.064 0.099 0.09
H 0.267 0.256 -2.134 0.125 -0.217 -0.152 0.09
H -1.912 1.685 1.179 0.890 -0.173 0.713 0.13
H 0.963 -1.790 0.619 -0.542 0.933 1.164 0.11



Record 2
23
Properties=species:S:1:pos:R:3:forces:R:3:lowdin_charge:R:1 method="wB97M-V/def2-TZVPD" total_charge=+1 lumo_ev="-4.0 / -8.1" homo_ev="-13.722 / -13.720" mol_weight_g_mol=126.203 spin_multiplicity=2 s2=0.761 de_lowest_kcal_mol=52.9 gap_ev="9.75 / 5.61"
C -0.592 -2.713 -1.286 2.408 -2.460 -3.959 -0.31
C -1.142 -2.718 -2.819 -3.449 3.148 3.559 -0.09
C -1.237 -2.030 -0.164 -0.122 2.169 1.679 -0.16
H -0.590 -3.798 -0.953 0.550 1.099 -0.725 0.12
H 0.438 -2.392 -1.640 -0.457 -0.433 1.750 0.09
H -1.207 -1.666 -3.181 0.119 -0.326 0.358 0.07
H -0.926 -2.471 0.838 -0.804 0.343 -1.296 0.10
H -1.117 -0.915 -0.022 0.514 -0.696 -0.504 0.06
H -2.200 -3.032 -2.842 0.401 -0.249 -0.101 0.07
H -0.611 -3.181 -3.552 1.909 -1.917 -1.389 0.02
H -2.286 -2.037 -0.376 -1.015 -0.588 0.662 0.07
C 1.008 0.094 2.391 -2.041 0.202 4.219 -0.01
C 0.083 2.861 0.362 -0.571 -0.767 -0.266 -0.04
C 0.706 1.022 1.336 0.193 1.620 2.037 -0.28
C 1.050 0.816 0.001 -1.156 1.359 -5.659 0.12
N 0.203 2.308 1.560 0.305 -1.027 -0.690 0.15
N 0.464 1.971 -0.635 1.838 -2.159 4.218 0.12
H -0.356 3.869 0.061 0.762 -1.484 0.849 0.18
H 0.382 2.197 -1.557 0.148 0.320 -3.203 0.12
H 1.576 -0.013 -0.685 -1.389 1.907 2.099 0.21
H 0.084 -0.131 3.098 1.115 1.184 -1.352 0.17
H 1.678 0.543 3.188 -0.384 -0.357 -1.053 0.14
H 1.202 -0.928 2.225 1.126 -0.888 -1.232 0.07



Record 3
26
Properties=species:S:1:pos:R:3:forces:R:3:lowdin_charge:R:1 method="wB97M-V/def2-TZVPD" total_charge=0 lumo_ev=0.6 homo_ev=-8.515 mol_weight_g_mol=254.127 de_lowest_kcal_mol=47.9 gap_ev=9.15
C 3.438 -0.472 0.381 -1.826 -0.106 0.879 -0.08
C 2.707 0.370 1.262 3.294 0.643 1.889 -0.10
C 2.798 -1.014 -0.696 -0.213 -1.498 -0.988 -0.04
C 1.470 0.799 1.034 -1.511 -0.999 -3.458 -0.07
C 1.431 -0.707 -0.950 1.965 0.266 -0.544 -0.24
C 0.943 0.222 -0.112 -5.071 1.238 -1.516 -0.01
C -2.205 0.108 1.195 0.258 -0.022 -1.657 -0.53
C 0.596 -1.166 -2.111 -1.643 -0.421 0.930 -0.11
C -0.904 -0.884 -1.648 0.584 2.603 -2.205 -0.17
C -0.958 0.568 -1.025 2.685 -1.160 3.061 -0.57
C -3.066 0.904 2.156 -1.232 -4.031 0.719 0.00
N -1.978 0.860 0.029 1.063 -0.887 -0.975 0.01
O -1.766 -1.013 1.337 -0.074 0.542 0.410 0.07
Br -0.728 2.183 -2.163 -0.324 -1.295 0.568 0.65
H 4.336 -0.981 0.593 1.305 0.373 0.702 0.09
H 3.112 0.863 2.162 0.688 -0.760 -0.461 0.11
H 3.390 -1.806 -1.242 -1.012 1.013 0.188 0.13
H 0.967 1.620 1.433 -0.604 0.966 1.353 0.10
H 0.655 -0.542 -2.985 0.907 0.156 -0.529 0.09
H 0.870 -2.228 -2.336 -0.746 0.871 -0.053 0.13
H -1.671 -0.959 -2.455 0.720 -0.117 0.327 0.12
H -1.155 -1.503 -0.869 -0.726 -1.477 1.904 0.06
H -2.471 1.699 2.429 0.961 1.948 1.082 0.05
H -3.944 1.234 1.593 -0.068 0.004 0.506 0.08
H -3.317 0.167 3.052 0.328 1.923 -1.861 0.14
H -2.551 1.680 -0.066 0.292 0.225 -0.268 0.09



Record 4
11
Properties=species:S:1:pos:R:3:forces:R:3:lowdin_charge:R:1 method="wB97M-V/def2-TZVPD" total_charge=0 lumo_ev=0.4 homo_ev=-8.365 mol_weight_g_mol=83.094 smiles="[H]/N=N/C(N)=C=C" de_lowest_kcal_mol=79.7 gap_ev=8.80
H 1.805 -2.219 0.321 -0.079 0.021 0.016 0.06
N 1.390 -1.280 0.272 -0.451 -0.400 0.000 0.07
N 0.164 -1.446 0.188 0.510 0.123 0.024 -0.01
C -0.611 -0.229 0.074 0.132 0.250 -0.017 -0.41
N -1.983 -0.501 0.151 0.002 0.041 -0.117 0.07
C 0.035 0.908 -0.039 0.180 -0.119 0.004 -0.07
C 1.026 1.751 -0.135 -0.139 -0.080 0.006 0.01
H -2.573 0.230 -0.223 0.110 -0.063 0.035 0.08
H -2.201 -1.402 -0.257 0.013 0.095 0.068 0.08
H 1.499 1.954 -1.095 -0.152 0.112 0.099 0.06
H 1.450 2.233 0.744 -0.127 0.022 -0.120 0.06



Record 5
13
Properties=species:S:1:pos:R:3:forces:R:3:lowdin_charge:R:1 method="wB97M-V/def2-TZVPD" total_charge=-1 lumo_ev=4.0 homo_ev=-3.866 mol_weight_g_mol=121.052 smiles="CC(=O)[P@](C)(=O)[O-]" de_lowest_kcal_mol=60.0 gap_ev=7.83
C -1.618 1.122 0.431 -0.060 -1.314 -2.056 -0.06
C -0.814 -0.033 -0.180 -0.096 3.098 1.155 -0.53
O -1.280 -0.817 -0.940 -0.724 -1.627 -0.948 0.02
P 0.980 0.276 0.182 1.739 3.138 -7.388 0.53
C 1.396 -1.419 -0.231 0.839 -1.124 0.217 -0.23
O 1.278 0.854 1.496 0.056 -0.039 1.335 -0.39
O 1.359 1.330 -1.355 -1.458 -3.795 5.443 -0.63
H -1.361 1.972 -0.193 0.349 0.476 0.518 0.09
H -1.372 1.120 1.438 0.642 0.926 1.897 0.04
H -2.653 0.931 0.318 -1.248 -0.260 -0.195 0.05
H 2.466 -1.744 -0.437 -1.445 0.591 0.332 0.06
H 0.899 -2.031 0.554 0.690 0.067 -0.156 0.04
H 0.720 -1.560 -1.085 0.716 -0.137 -0.153 0.02



Record 6
8
Properties=species:S:1:pos:R:3:forces:R:3:lowdin_charge:R:1 method="wB97M-V/def2-TZVPD" total_charge=0 lumo_ev="-3.4 / -3.3" homo_ev="-9.893 / -10.206" mol_weight_g_mol=91.025 de_lowest_kcal_mol=103.2 gap_ev="6.52 / 6.90"
C 0.160 0.212 0.546 1.148 -0.898 -1.165 -0.64
C 0.522 -0.613 -0.668 1.171 -2.124 2.750 -0.35
N 0.603 1.248 1.094 -1.450 0.328 1.426 0.12
F -2.435 0.668 -1.057 1.260 -1.660 1.187 -0.56
P -0.854 -1.335 0.367 -0.966 2.809 -1.610 1.15
H 0.584 -0.318 -1.672 -0.741 0.752 -1.255 0.06
H 1.358 -1.453 -0.574 -1.292 1.755 0.380 0.12
H 0.062 1.591 1.965 0.871 -0.962 -1.713 0.11



Record 7
64
Properties=species:S:1:pos:R:3:forces:R:3:lowdin_charge:R:1 method="wB97M-V/def2-TZVPD" total_charge=+1 lumo_ev="-2.7 / -2.7" homo_ev="-10.985 / -10.894" mol_weight_g_mol=611.132 de_lowest_kcal_mol=4.7 gap_ev="8.31 / 8.23"
Ni -1.347 0.077 0.209 0.278 -0.331 0.403 -0.03
N -0.977 0.410 2.110 0.043 -0.085 0.259 0.02
C 0.267 -0.117 2.638 0.030 0.020 -0.077 -0.29
C 0.455 -0.312 3.998 -0.003 -0.055 -0.018 -0.01
C 1.654 -0.845 4.446 0.038 -0.016 -0.027 -0.05
C 2.658 -1.175 3.540 -0.024 0.004 0.052 -0.05
C 2.469 -0.960 2.185 -0.012 0.021 -0.026 -0.05
C 1.268 -0.423 1.724 0.181 -0.025 0.047 -0.29
P 0.940 -0.032 -0.023 -0.348 0.250 0.350 1.09
C 1.785 -1.327 -0.957 -0.086 -0.029 -0.102 -0.36
C 1.077 -2.503 -1.212 0.000 0.058 0.006 -0.09
C 1.691 -3.558 -1.867 0.014 -0.015 -0.014 -0.06
C 3.012 -3.440 -2.278 -0.007 -0.045 -0.017 -0.06
C 3.720 -2.274 -2.030 0.009 0.046 0.018 -0.06
C 3.111 -1.215 -1.369 0.005 -0.057 -0.009 -0.09
C 1.882 1.500 -0.307 0.045 -0.074 -0.078 -0.35
C 2.124 1.920 -1.617 0.036 -0.009 0.021 -0.12
C 2.760 3.126 -1.860 0.009 0.032 0.006 -0.07
C 3.154 3.931 -0.797 0.012 0.021 -0.049 -0.06
C 2.926 3.518 0.506 -0.038 -0.059 0.032 -0.06
C 2.296 2.303 0.752 -0.046 0.035 0.015 -0.08
H -1.087 1.393 2.340 0.039 0.065 -0.002 0.11
H -1.792 -0.065 2.496 -0.013 0.026 0.088 0.10
H -0.336 -0.063 4.695 0.018 -0.009 0.001 0.12
H 1.806 -1.011 5.504 -0.008 0.002 -0.025 0.12
H 3.588 -1.602 3.893 -0.029 0.016 -0.003 0.11
H 3.250 -1.218 1.480 -0.023 0.009 0.020 0.11
H 0.046 -2.595 -0.887 0.011 -0.001 -0.001 0.07
H 1.139 -4.469 -2.060 0.003 0.008 0.005 0.11
H 3.492 -4.262 -2.794 -0.015 0.015 0.009 0.11
H 4.750 -2.187 -2.350 -0.017 0.009 0.009 0.11
H 3.670 -0.308 -1.177 0.004 0.011 -0.002 0.11
H 1.836 1.292 -2.451 -0.023 -0.016 -0.035 0.10
H 2.955 3.440 -2.877 -0.012 -0.019 0.017 0.11
H 3.649 4.874 -0.988 -0.004 -0.015 0.005 0.11
H 3.247 4.134 1.336 -0.007 -0.011 -0.005 0.11
H 2.135 1.979 1.773 0.019 0.027 -0.003 0.11
C -0.947 0.339 -3.118 -0.044 -0.055 -0.150 -0.33
Se -2.098 -0.543 -1.834 -0.111 -0.266 -0.518 1.08
C -3.620 0.670 -1.909 0.045 0.055 0.022 -0.46
C -3.235 2.131 -1.787 -0.046 0.030 -0.036 -0.50
Se -2.278 2.524 -0.133 0.039 0.122 0.046 1.03
C -0.873 3.657 -0.856 -0.103 0.085 0.027 -0.36
H -1.486 0.442 -4.058 0.055 0.027 -0.016 0.05
H -0.087 -0.312 -3.268 -0.001 0.019 0.008 0.03
H -0.624 1.307 -2.747 0.003 -0.012 -0.018 0.00
H -4.237 0.316 -1.084 -0.003 0.085 0.013 0.07
H -4.141 0.496 -2.850 0.005 -0.058 -0.029 0.08
H -4.128 2.751 -1.817 -0.022 -0.007 0.009 0.08
H -2.582 2.445 -2.599 -0.030 0.008 -0.042 0.06
H -1.306 4.568 -1.259 0.010 0.003 -0.014 0.04
H -0.296 3.130 -1.609 -0.018 0.024 -0.009 0.00
H -0.219 3.907 -0.023 0.021 0.008 -0.016 0.02
C -4.124 -2.023 2.355 -0.058 -0.069 0.081 -0.05
C -2.939 -1.895 1.408 -0.160 0.093 0.063 -0.57
C -2.929 -3.048 0.415 -0.037 -0.040 -0.106 -0.07
O -3.023 -0.622 0.793 0.314 -0.003 -0.177 -0.37
H -4.115 -2.978 2.885 0.017 0.032 -0.029 0.08
H -5.052 -1.952 1.786 0.015 0.002 -0.002 0.09
H -4.126 -1.218 3.093 0.024 0.008 -0.012 0.07
H -2.011 -1.992 2.009 -0.008 0.057 -0.009 0.12
H -3.848 -3.039 -0.177 0.015 0.009 -0.001 0.09
H -2.866 -4.007 0.933 -0.018 0.024 0.013 0.09
H -2.085 -2.991 -0.274 0.016 0.020 0.030 0.02



Record 8
64
Properties=species:S:1:pos:R:3:forces:R:3:lowdin_charge:R:1 method="wB97M-V/def2-TZVPD" total_charge=0 lumo_ev=0.2 homo_ev=-10.364 mol_weight_g_mol=791.680 smiles=ClCCCl.ClCCCl.ClCCCl.ClCCCl.ClCCCl.ClCCCl.ClCCCl.ClCCCl de_lowest_kcal_mol=47.5 gap_ev=10.58
Cl 0.909 3.680 -5.760 0.197 -0.165 -0.017 0.57
C 0.467 3.962 -4.083 -0.260 -0.161 1.940 -0.68
C 0.525 2.697 -3.159 -0.874 -0.239 0.108 -0.57
Cl -0.755 2.778 -1.835 0.438 0.335 -0.501 0.49
H -0.517 4.428 -4.041 -0.188 -0.543 -0.243 0.05
H 1.084 4.731 -3.618 0.468 -0.106 -0.401 0.07
H 1.431 2.506 -2.584 0.185 0.504 -0.401 0.04
H 0.279 1.751 -3.642 0.056 0.340 -0.407 0.02
Cl -0.897 -1.294 1.603 0.118 0.243 -0.435 0.57
C -0.002 0.021 0.783 0.090 0.636 -0.677 -0.68
C 1.427 -0.429 0.509 -0.966 -0.976 1.941 -0.75
Cl 2.419 0.880 -0.039 0.528 0.720 -0.682 0.62
H -0.059 0.904 1.419 0.313 -0.240 0.286 0.03
H -0.435 0.346 -0.163 -0.550 -0.531 0.064 0.00
H 1.457 -1.311 -0.131 0.060 0.307 -0.274 0.03
H 1.807 -0.730 1.485 0.349 -0.129 -0.156 0.05
Cl -5.719 -3.056 0.932 0.326 0.429 0.043 0.49
C -4.846 -1.528 1.317 -0.455 0.774 -0.545 -0.67
C -5.414 -0.245 0.540 1.087 -1.909 0.805 -0.63
Cl -7.152 -0.169 0.940 0.349 0.709 0.001 0.53
H -3.778 -1.726 1.227 -0.060 0.231 -0.696 0.00
H -4.954 -1.332 2.384 -0.472 -0.018 -0.070 0.05
H -5.327 -0.197 -0.545 -0.005 -0.691 0.106 0.04
H -4.758 0.548 0.899 -0.738 0.501 0.417 0.07
Cl 4.245 -2.548 0.874 0.159 -0.185 0.489 0.61
C 4.511 -2.309 -0.835 0.888 0.066 -1.834 -0.68
C 5.995 -2.251 -1.274 -0.596 -0.790 -0.182 -0.70
Cl 6.874 -0.916 -0.605 0.567 0.860 0.626 0.57
H 3.963 -1.416 -1.134 0.241 0.106 0.070 0.04
H 4.115 -3.140 -1.419 -0.288 -0.067 0.424 -0.01
H 6.132 -2.173 -2.352 -0.724 0.167 -0.096 0.07
H 6.521 -3.181 -1.055 -0.147 0.022 0.545 0.07
Cl -1.042 5.187 1.512 0.960 0.689 -0.104 0.51
C 0.764 5.339 1.209 -0.287 -1.002 0.017 -0.59
C 1.468 4.179 1.945 -0.257 1.410 -1.374 -0.67
Cl 1.796 4.591 3.649 -0.152 -0.409 -0.419 0.57
H 1.219 6.309 1.407 -0.652 0.066 0.587 0.07
H 0.902 5.198 0.137 -0.281 -0.277 -0.013 0.05
H 2.388 4.090 1.367 0.374 -0.395 0.624 0.07
H 0.853 3.295 1.774 0.271 -0.146 0.664 0.04
Cl 0.186 -5.494 1.484 -0.188 0.035 -0.151 0.53
C 1.643 -5.102 0.511 -0.491 -0.421 -0.387 -0.65
C 1.312 -5.278 -0.996 0.651 -0.319 0.478 -0.58
Cl 2.862 -5.284 -1.959 -0.435 0.247 0.210 0.54
H 2.383 -5.831 0.841 0.117 0.245 -0.277 0.06
H 1.923 -4.096 0.824 0.130 -0.142 -0.455 0.02
H 0.630 -4.527 -1.393 0.270 0.091 0.112 0.06
H 0.923 -6.270 -1.226 -0.195 0.165 0.434 0.06
Cl -0.156 1.415 4.366 0.494 -0.069 -0.531 0.55
C -1.396 2.690 4.286 0.603 0.516 0.086 -0.67
C -2.433 2.310 5.311 -0.779 -0.681 -0.670 -0.56
Cl -3.178 0.639 4.826 0.493 1.456 0.654 0.43
H -1.675 2.923 3.258 -0.549 -0.846 0.024 0.04
H -0.853 3.603 4.529 -0.175 0.073 0.659 0.04
H -3.293 2.975 5.388 0.167 0.020 -0.236 0.07
H -1.942 2.250 6.283 -0.244 -0.487 -0.080 0.07
Cl -3.139 -2.261 -1.553 0.711 -0.032 -0.212 0.62
C -2.300 -2.455 -3.090 0.864 0.310 -2.927 -0.67
C -1.489 -1.207 -3.618 -0.972 0.269 1.777 -0.57
Cl -0.029 -1.032 -2.578 0.081 0.110 0.028 0.57
H -3.056 -2.723 -3.828 -0.308 0.474 0.003 0.06
H -1.612 -3.287 -3.245 0.021 -0.308 1.317 0.06
H -2.124 -0.340 -3.432 0.217 0.199 0.049 0.06
H -1.081 -1.087 -4.621 -0.552 -1.040 -0.133 0.07



Please write out number 5 again, unchanged.
13
Properties=species:S:1:pos:R:3:forces:R:3:lowdin_charge:R:1 method="wB97M-V/def2-TZVPD" total_charge=-1 lumo_ev=4.0 homo_ev=-3.866 mol_weight_g_mol=121.052 smiles="CC(=O)[P@](C)(=O)[O-]" de_lowest_kcal_mol=60.0 gap_ev=7.83
C -1.618 1.122 0.431 -0.060 -1.314 -2.056 -0.06
C -0.814 -0.033 -0.180 -0.096 3.098 1.155 -0.53
O -1.280 -0.817 -0.940 -0.724 -1.627 -0.948 0.02
P 0.980 0.276 0.182 1.739 3.138 -7.388 0.53
C 1.396 -1.419 -0.231 0.839 -1.124 0.217 -0.23
O 1.278 0.854 1.496 0.056 -0.039 1.335 -0.39
O 1.359 1.330 -1.355 -1.458 -3.795 5.443 -0.63
H -1.361 1.972 -0.193 0.349 0.476 0.518 0.09
H -1.372 1.120 1.438 0.642 0.926 1.897 0.04
H -2.653 0.931 0.318 -1.248 -0.260 -0.195 0.05
H 2.466 -1.744 -0.437 -1.445 0.591 0.332 0.06
H 0.899 -2.031 0.554 0.690 0.067 -0.156 0.04
H 0.720 -1.560 -1.085 0.716 -0.137 -0.153 0.02